(1)
Below is 2 unconnected molecules or ions with the total composition C15H11Cl4NO4S at a distorted geometry, with properties calculated with ωB97M-V/def2-TZVPD.

Computed properties:
- strongest force on any atom (eV/A) = 2.52
- frontier orbital gap (eV) = 4.64
- molecular weight (g/mol) = 443.135
- lowest unoccupied orbital energy (eV) = -2.45
- multiplicity = 1
- HOMO level (eV) = -7.09
- total charge = 0

Each line ends with the Löwdin charge.
Element x y z (Å)
1 Cl 2.37662 0.28944 1.86412  0.7716
2 C 0.92259 1.11526 2.26942  -0.5690
3 C 0.92869 2.38477 2.76279  -0.5970
4 Cl 2.37300 3.23556 3.07397  0.7752
5 C -0.33340 3.13737 3.01781  -0.4123
6 O -0.33548 4.32309 3.34392  0.0750
7 C -1.58814 2.36316 2.81979  -0.6035
8 Cl -3.02644 3.20273 3.17056  0.7777
9 C -1.58424 1.08630 2.34395  -0.5900
10 Cl -3.02985 0.22980 2.01651  0.7629
11 C -0.32687 0.34452 2.09887  -0.4008
12 O -0.32309 -0.86750 1.84387  0.0056
13 C 1.70792 -3.15451 1.05619  -0.2716
14 S 1.09877 -2.92331 -0.65291  1.0181
15 C 0.12091 -4.48351 -0.75142  -0.2372
16 C -0.13244 -1.74230 -0.58975  -0.4212
17 C -0.14598 -0.53258 -1.31493  -0.3071
18 C -1.40661 0.02173 -1.73722  -0.0381
19 C -1.46442 1.14576 -2.53260  0.0003
20 C -0.27545 1.86776 -2.79770  -0.1804
21 N -0.33131 3.18379 -3.33714  -0.3400
22 O 0.74160 3.82902 -3.41897  0.0234
23 O -1.43391 3.65543 -3.69310  0.0323
24 C 0.97828 1.35307 -2.40100  -0.0012
25 C 1.04364 0.18635 -1.66708  -0.0569
26 H 2.57773 -2.49758 1.18035  0.0216
27 H 0.92345 -2.84470 1.75557  0.0472
28 H 2.00044 -4.20764 1.16832  0.0470
29 H 0.09387 -4.74727 -1.81322  0.0524
30 H 0.62749 -5.26332 -0.17268  0.0476
31 H -0.88986 -4.30225 -0.37861  0.0576
32 H -1.04828 -2.10788 -0.13112  0.0717
33 H -2.32169 -0.50399 -1.44724  0.1110
34 H -2.40320 1.51562 -2.94270  0.1181
35 H 1.87851 1.89923 -2.68172  0.1191
36 H 2.00720 -0.19140 -1.32486  0.0911



(2)
Below is a molecular structure, C15H11Cl5CoF5I at a distorted geometry, with properties calculated with ωB97M-V/def2-TZVPD.

Computed properties:
- strongest force on any atom (eV/A) = 1.13
- frontier orbital gap (eV) = 8.27
- molecular weight (g/mol) = 649.345
- lowest unoccupied orbital energy (eV) = 2.47
- multiplicity = 1
- HOMO level (eV) = -5.80
- total charge = -1

Each line ends with the Löwdin charge.
Element x y z (Å)
1 Co -0.32215 0.43706 0.35102  0.2260
2 C 1.49382 -0.93014 5.20933  -0.0609
3 C 0.15679 -0.26334 4.85886  -0.6384
4 C 0.08774 1.12078 5.51811  -0.0629
5 C -1.00042 -1.13041 5.37165  -0.0638
6 C 0.05334 -0.11610 3.39872  -0.1192
7 C -0.00778 0.00640 2.19295  -0.0604
8 H 1.58768 -1.04714 6.29326  0.0759
9 H 2.32664 -0.32716 4.84564  0.0807
10 H 1.56295 -1.91349 4.74250  0.0833
11 H 0.16143 1.02671 6.60560  0.0763
12 H -0.85315 1.61454 5.27151  0.0809
13 H 0.90358 1.75218 5.16421  0.0831
14 H -0.93215 -1.25038 6.45706  0.0759
15 H -0.97283 -2.11694 4.90735  0.0827
16 H -1.95881 -0.67023 5.12807  0.0823
17 I -2.88928 -1.22599 0.22595  0.7167
18 C -0.86399 -1.12524 -0.50074  -0.6772
19 H -0.91655 -1.08084 -1.58364  -0.0344
20 H -0.36458 -2.02224 -0.14428  -0.0027
21 Cl -2.24469 2.39980 1.36385  0.6690
22 C -1.98799 2.65302 -0.34606  -0.6770
23 C -1.14086 1.76460 -0.98990  -0.2202
24 C -0.96965 1.99815 -2.35165  -0.6609
25 Cl 0.03849 0.93000 -3.27805  0.7081
26 C -1.58505 3.05227 -3.02614  -0.7055
27 Cl -1.33668 3.30181 -4.71866  0.6437
28 C -2.41775 3.92328 -2.32621  -0.7126
29 Cl -3.18726 5.24026 -3.13502  0.6467
30 C -2.62502 3.72220 -0.96733  -0.7103
31 Cl -3.65425 4.78579 -0.07817  0.6510
32 F 1.93300 1.53167 -0.51008  0.0295
33 C 1.48809 0.26217 -0.17587  -0.4073
34 F 1.65931 -0.49897 -1.30836  -0.0071
35 C 2.58580 -0.27242 0.77384  -0.5865
36 F 3.76250 -0.38374 0.11246  0.1229
37 F 2.81410 0.54016 1.81100  0.1376
38 F 2.28895 -1.49853 1.22887  0.1346



(3)
Below is 2 unconnected molecules or ions with the total composition C15H11F4NO4 at a distorted geometry, with properties calculated with ωB97M-V/def2-TZVPD.

Computed properties:
- strongest force on any atom (eV/A) = 3.24
- frontier orbital gap (eV) = 4.85
- molecular weight (g/mol) = 345.248
- lowest unoccupied orbital energy (eV) = -2.57
- multiplicity = 1
- HOMO level (eV) = -7.42
- total charge = 0

Each line ends with the Löwdin charge.
Element x y z (Å)
1 F -1.10256 -2.99783 0.52156  0.1291
2 C -1.88598 -1.90754 0.40139  -0.1253
3 C -1.81368 -0.91627 1.30818  -0.1150
4 F -0.91879 -0.95886 2.32096  0.1329
5 C -2.74411 0.20340 1.31788  -0.2316
6 O -2.78477 1.02694 2.24198  0.1707
7 C -3.67708 0.23678 0.19865  -0.0985
8 F -4.60358 1.20996 0.20386  0.1371
9 C -3.67686 -0.69994 -0.77108  -0.1025
10 F -4.56359 -0.65185 -1.78095  0.1346
11 C -2.77911 -1.84485 -0.74316  -0.2417
12 O -2.83063 -2.76440 -1.57448  0.1566
13 C 0.07839 4.58189 -0.39832  -0.0847
14 C 0.70101 3.55330 0.50715  -0.2171
15 O 0.42333 2.32786 -0.23997  -0.0491
16 C 0.97052 1.21316 0.31154  -0.5186
17 C 0.64903 0.05476 -0.45611  -0.0707
18 N 1.53177 -0.99320 -0.41778  -0.0469
19 C 2.06887 -1.36408 0.79876  -0.0097
20 C 2.88239 -2.46475 0.87658  -0.0406
21 C 3.14321 -3.22980 -0.26064  -0.0645
22 C 2.60314 -2.81965 -1.48218  -0.0556
23 C 1.82196 -1.69582 -1.56048  -0.0227
24 O 1.64911 1.27430 1.33883  0.0290
25 H 0.16758 5.58770 -0.00247  0.0728
26 H 0.58382 4.54011 -1.36740  0.0799
27 H -0.97728 4.33907 -0.55301  0.0789
28 H 1.78780 3.70315 0.61941  0.1262
29 H 0.20953 3.50599 1.49506  0.1292
30 H -0.04332 0.14189 -1.30005  0.1218
31 H 1.80451 -0.73915 1.64498  0.1226
32 H 3.30868 -2.67066 1.85762  0.1186
33 H 3.78397 -4.10398 -0.17852  0.1066
34 H 2.82311 -3.37231 -2.39174  0.1128
35 H 1.40960 -1.30531 -2.48607  0.1356



(4)
Below is a gas-phase ion, C15H11N2O4S2 (charge -1) at a distorted geometry, with properties calculated with ωB97M-V/def2-TZVPD.

Computed properties:
- strongest force on any atom (eV/A) = 7.52
- frontier orbital gap (eV) = 6.51
- molecular weight (g/mol) = 347.397
- lowest unoccupied orbital energy (eV) = 2.83
- multiplicity = 1
- SMILES string = N#CN[C@@H](C1=[S@](=O)([O-])c2ccccc2S1(=O)=O)c1ccccc1
- HOMO level (eV) = -3.68
- total charge = -1

Each line ends with the Löwdin charge.
Element x y z (Å)
1 N -2.92998 3.59668 1.14636  0.1100
2 C -2.18740 2.68667 1.21127  -0.3403
3 N -1.16687 1.88218 1.37647  -0.0255
4 C -1.24640 0.48146 1.19839  -0.3789
5 C -0.09178 -0.18441 1.75980  -0.4275
6 S -0.00468 -1.90102 1.70450  0.6725
7 O -0.75367 -2.35571 0.54759  -0.2940
8 O -0.21407 -2.40263 3.04980  -0.3287
9 C 1.73505 -1.95735 1.38809  -0.2580
10 C 2.37556 -3.15389 1.09471  -0.0453
11 C 3.73474 -3.10294 0.79446  -0.0836
12 C 4.41921 -1.88439 0.73586  -0.0786
13 C 3.73090 -0.69922 0.98528  -0.0507
14 C 2.38819 -0.73929 1.33187  -0.2369
15 S 1.35804 0.70799 1.59440  0.6779
16 O 1.74867 1.29417 2.86145  -0.3247
17 O 1.26436 1.54540 0.40127  -0.3177
18 C -2.60797 -0.10998 1.19136  -0.1768
19 C -2.92611 -0.98438 2.24816  -0.0399
20 C -4.09879 -1.72885 2.18657  -0.0869
21 C -4.99181 -1.55245 1.12938  -0.1084
22 C -4.72483 -0.59395 0.13720  -0.0886
23 C -3.56049 0.20079 0.20048  -0.0247
24 H -0.44879 2.26284 1.99866  0.1418
25 H -0.94089 1.07769 0.24163  0.1558
26 H 1.81755 -4.09172 1.10404  0.1234
27 H 4.27108 -4.02892 0.61819  0.0972
28 H 5.49091 -1.84902 0.52333  0.1024
29 H 4.21170 0.26827 0.93918  0.1167
30 H -2.26674 -1.07442 3.12460  0.1149
31 H -4.26265 -2.48361 2.95279  0.0998
32 H -5.83044 -2.24397 1.02145  0.0908
33 H -5.41344 -0.45436 -0.70579  0.0944
34 H -3.35973 1.01367 -0.53286  0.1182



(5)
Below is a molecular structure, C15H11N2OS4Tc, with properties calculated with ωB97M-V/def2-TZVPD.

Computed properties:
- strongest force on any atom (eV/A) = 0.60
- frontier orbital gap (alpha / beta) (eV) = 6.15 / 5.98
- molecular weight (g/mol) = 461.534
- lowest unoccupied orbital energy (alpha / beta) (eV) = -5.26 / -5.59
- multiplicity = 2
- HOMO level (alpha / beta) (eV) = -11.41 / -11.57
- <S²> = 0.9405
- total charge = +1

Each line ends with the Löwdin charge.
Element x y z (Å)
1 Tc -0.19145 1.20469 0.63270  0.8845
2 O -2.78842 -0.39561 -5.46460  0.0212
3 C -2.34561 -0.09317 -4.40979  -0.9441
4 S -1.17885 1.24836 -4.16774  1.0247
5 C -1.01536 1.04531 -2.46398  -1.1163
6 C -1.74443 0.01431 -1.87173  -1.0964
7 S -1.65736 -0.25007 -0.19738  0.7114
8 S -2.74522 -0.95967 -2.88738  1.0285
9 S -0.02731 2.07020 -1.53283  0.6705
10 C -1.17977 1.17309 3.48825  -0.1309
11 N -0.22687 0.52328 2.60026  -0.1507
12 C 0.78637 -0.19043 2.95301  -0.0355
13 C 1.71309 -0.48561 1.90356  -0.2935
14 C 2.91175 -1.15818 1.80820  0.0040
15 C 3.37915 -0.97064 0.48794  -0.0504
16 C 2.45270 -0.19657 -0.17218  -0.1211
17 N 1.43218 0.12633 0.67641  -0.1786
18 C -1.05863 2.65291 3.17081  -0.2061
19 C -0.66108 3.56954 4.12688  -0.0145
20 C -0.44582 4.90248 3.78802  -0.0311
21 C -0.60647 5.34013 2.48287  -0.0498
22 C -1.00288 4.44070 1.50400  -0.0570
23 C -1.23087 3.11380 1.85079  -0.1600
24 H -0.96173 0.96512 4.53659  0.1290
25 H -2.18682 0.80869 3.26694  0.1331
26 H 0.93174 -0.51496 3.97976  0.1482
27 H 3.40154 -1.70514 2.59749  0.1198
28 H 4.29230 -1.35761 0.06830  0.1095
29 H 2.44040 0.14642 -1.19402  0.1046
30 H -0.50548 3.24446 5.14779  0.1233
31 H -0.13811 5.60179 4.55401  0.1204
32 H -0.43635 6.37701 2.22905  0.1182
33 H -1.16054 4.76499 0.48391  0.1166
34 H -1.71492 2.52247 1.04586  0.0684



(6)
Below is 2 unconnected molecules or ions with the total composition C15H11N4O8S at a distorted geometry, with properties calculated with ωB97M-V/def2-TZVPD.

Computed properties:
- strongest force on any atom (eV/A) = 3.75
- frontier orbital gap (eV) = 4.29
- molecular weight (g/mol) = 407.340
- lowest unoccupied orbital energy (eV) = 1.21
- multiplicity = 1
- HOMO level (eV) = -3.09
- total charge = -1

Each line ends with the Löwdin charge.
Element x y z (Å)
1 N -0.90103 4.74423 -1.85852  -0.4200
2 O -1.95811 5.34853 -1.74117  -0.1556
3 O 0.23530 5.18081 -1.70749  -0.1619
4 C -1.97322 -3.57608 3.53626  -0.0572
5 C -1.67266 -2.25650 2.86988  -0.2665
6 C -0.72674 -1.39936 3.44246  -0.0305
7 C -0.43965 -0.16471 2.85744  -0.0468
8 C -1.07494 0.19318 1.65792  -0.2675
9 S -0.70027 1.77889 0.90294  0.7247
10 O -1.89491 2.50364 0.60060  -0.2598
11 O 0.41958 2.37807 1.55873  -0.2507
12 N -0.17758 1.44393 -0.70604  -0.0843
13 C 0.91964 0.59966 -0.98291  -0.1511
14 C 1.79878 -0.04458 -0.12072  0.0819
15 C 2.81903 -0.81671 -0.70862  -0.1506
16 N 3.77348 -1.49673 0.11202  -0.3290
17 O 4.68624 -2.15228 -0.44498  0.0315
18 O 3.66561 -1.41137 1.35659  0.0365
19 C 2.92980 -0.92039 -2.13138  0.0139
20 C 2.01653 -0.27426 -2.96888  0.0046
21 C 1.02114 0.52813 -2.39980  -0.0650
22 C -0.05750 1.36157 -2.92283  -0.0885
23 N -0.45248 1.40677 -4.26952  -0.3267
24 O 0.33115 0.94661 -5.13430  0.0251
25 O -1.57565 1.88473 -4.54363  0.0508
26 C -0.74996 1.91566 -1.85277  0.0303
27 C -2.06494 -0.63401 1.10801  -0.0365
28 C -2.33350 -1.87014 1.69512  -0.0285
29 H -2.73339 -4.14292 2.97915  0.0751
30 H -1.07059 -4.20628 3.61248  0.0869
31 H -2.34320 -3.43973 4.56758  0.0859
32 H -0.21547 -1.70698 4.35848  0.1211
33 H 0.28959 0.50103 3.31921  0.1194
34 H 1.73671 0.05340 0.96095  0.1109
35 H 3.75050 -1.50787 -2.54666  0.1127
36 H 2.07601 -0.36627 -4.05103  0.1065
37 H -1.67060 2.48174 -1.87455  0.1186
38 H -2.61568 -0.31866 0.22214  0.1248
39 H -3.06701 -2.54472 1.24785  0.1153



(7)
Below is a molecular structure, C15H11N4OSTb at a distorted geometry, with properties calculated with ωB97M-V/def2-TZVPD.

Computed properties:
- strongest force on any atom (eV/A) = 2.03
- frontier orbital gap (alpha / beta) (eV) = 8.04 / 8.11
- molecular weight (g/mol) = 454.272
- lowest unoccupied orbital energy (alpha / beta) (eV) = -7.55 / -7.47
- multiplicity = 7
- HOMO level (alpha / beta) (eV) = -15.58 / -15.59
- <S²> = 12.6920
- total charge = +2

Each line ends with the Löwdin charge.
Element x y z (Å)
1 Tb -0.00703 0.58689 -1.75258  1.7351
2 C 4.56367 -0.11991 -1.41808  0.0016
3 C 4.76577 -0.47551 -0.09188  0.0145
4 C 3.67277 -0.59691 0.75612  0.0367
5 C 2.39527 -0.33421 0.26912  -0.1844
6 N 2.20367 0.00619 -1.03048  -0.0693
7 C 3.26437 0.10779 -1.84618  -0.0923
8 C 1.17297 -0.36221 1.12172  -0.1769
9 C 1.20917 -0.36601 2.51682  0.0437
10 C 0.01117 -0.36401 3.21622  0.0216
11 C -1.19343 -0.36661 2.52772  0.0441
12 C -1.16993 -0.36191 1.13202  -0.1762
13 N -0.00123 -0.34621 0.46272  0.0021
14 C -2.39793 -0.33261 0.28712  -0.1833
15 C -3.67453 -0.59591 0.77802  0.0374
16 C -4.76873 -0.47441 -0.06848  0.0140
17 C -4.56913 -0.11951 -1.39468  0.0015
18 C -3.27163 0.11039 -1.82458  -0.0930
19 N -2.20903 0.01059 -1.01218  -0.0703
20 H 5.39247 -0.01931 -2.10138  0.1300
21 H 5.76247 -0.64391 0.28432  0.1343
22 H 3.82407 -0.90321 1.77662  0.1246
23 H 3.04887 0.37259 -2.88608  0.1272
24 H 2.14067 -0.34761 3.05732  0.1255
25 H 0.01507 -0.34491 4.29552  0.1359
26 H -2.12043 -0.34711 3.07582  0.1256
27 H -3.82663 -0.90111 1.80002  0.1256
28 H -5.76463 -0.64521 0.30942  0.1345
29 H -5.39953 -0.02091 -2.07568  0.1300
30 H -3.05743 0.37919 -2.86218  0.1265
31 O -0.00713 2.65519 -1.18008  -0.6924
32 S -0.00253 3.17579 -2.62678  0.9045
33 N -0.00153 1.98459 -3.49518  -0.5385



(8)
Below is a gas-phase ion, C15H11N6O3 (charge -1) at a distorted geometry, with properties calculated with ωB97M-V/def2-TZVPD.

Computed properties:
- strongest force on any atom (eV/A) = 3.97
- frontier orbital gap (eV) = 6.75
- molecular weight (g/mol) = 323.292
- lowest unoccupied orbital energy (eV) = 2.51
- multiplicity = 1
- HOMO level (eV) = -4.25
- total charge = -1

Each line ends with the Löwdin charge.
Element x y z (Å)
1 C -2.34096 -2.65458 2.53535  -0.0142
2 C -1.28887 -2.28018 1.41716  -0.3483
3 C -0.71613 -3.52779 0.88350  -0.1895
4 N -0.19286 -4.49371 0.45164  0.1899
5 C -1.98067 -1.45008 0.32897  -0.1516
6 C -2.81400 -0.37318 0.70994  -0.0190
7 C -3.16295 0.59993 -0.21948  -0.0236
8 C -2.83923 0.42910 -1.56511  -0.2522
9 C -3.15898 1.45349 -2.49040  -0.1890
10 N -3.42066 2.30709 -3.24809  0.1363
11 C -2.15560 -0.71691 -1.96846  -0.0191
12 C -1.78777 -1.68945 -1.04357  -0.0041
13 H -2.97824 -1.84320 2.94635  0.0748
14 H -3.01364 -3.45618 2.18673  0.0941
15 H -1.73684 -3.01371 3.35820  0.0568
16 H -3.13292 -0.27316 1.75986  0.1072
17 H -3.61743 1.52348 0.14081  0.1203
18 H -1.82180 -0.80202 -3.00127  0.1229
19 H -1.29418 -2.60887 -1.41155  0.1220
20 C 1.10553 -3.57816 5.07899  -0.0953
21 O 2.01759 -3.74967 3.97579  -0.0586
22 C 1.72120 -2.98151 2.91436  -0.4688
23 N 2.64118 -3.02895 1.91682  0.1373
24 C 2.48426 -2.01281 1.10596  -0.3382
25 N 3.38712 -1.57646 0.14608  0.0740
26 O 2.76039 -0.48065 -0.40296  -0.0812
27 N 1.38022 -0.25816 0.13946  -0.1798
28 O 0.72699 0.66091 -0.32808  0.0007
29 C 1.24235 -1.23507 1.05795  -0.0490
30 C 0.04679 -1.54243 1.94101  -0.2047
31 N 0.55977 -2.35412 3.01878  0.0701
32 H 1.48359 -4.20692 5.88180  0.0744
33 H 1.09089 -2.52429 5.39065  0.0848
34 H 0.09051 -3.90272 4.82180  0.0708
35 H -0.44663 -0.58453 2.24476  0.1498



The records above give, respectively, E_tot values of -3172.6627; -5058.9164; -1333.2550; -1784.9306; -2436.2717; -1797.1104; -2094.6679; -1132.3468 Eh.